Record 1
ORCA calculation (wB97M-V/def2-TZVPD) on a structure of composition C28H46B2N11O5SW.

Output
HOMO (alpha / beta) ... -10.10 / -10.85 eV
2S+1 ... 3
Total charge ... +1
⟨S²⟩ ... 2.0786
Lowest unoccupied orbital energy (alpha / beta) ... -0.0971 / -0.1181 Eh

Element x y z (Å)
W  -0.20265  -0.47250  0.07103
C  0.06144  0.02622  3.59345
C  1.32984  -0.03021  2.80863
C  2.63110  0.11483  3.27259
C  3.44599  0.03523  2.15027
C  4.93295  0.11704  2.07013
N  2.66026  -0.13531  1.08042
N  1.35741  -0.19135  1.48135
B  3.04176  -0.22492  -0.41800
N  2.53601  -1.56647  -0.97647
N  1.28362  -2.02054  -0.66866
C  1.18860  -3.26723  -1.15237
C  -0.02526  -4.12156  -1.03966
C  2.38813  -3.60853  -1.77892
C  3.21745  -2.51143  -1.63932
C  4.62813  -2.33156  -2.08953
N  2.33892  0.91650  -1.16475
N  0.98987  0.85757  -1.34485
C  0.62815  1.98713  -1.96979
C  -0.78249  2.29865  -2.33049
C  1.76218  2.76538  -2.20396
C  2.82459  2.05640  -1.67147
C  4.27117  2.41619  -1.62295
H  0.15523  0.77376  4.38162
H  -0.13407  -0.93823  4.06592
H  -0.78989  0.28627  2.96258
H  2.94439  0.26132  4.29313
H  5.34381  0.26486  3.06601
H  5.25320  0.94623  1.43835
H  5.35650  -0.79781  1.65525
H  4.22523  -0.13953  -0.54378
H  -0.66780  -3.78443  -0.23505
H  0.27104  -5.14912  -0.82850
H  -0.58375  -4.12489  -1.97969
H  2.62307  -4.54754  -2.25306
H  4.92231  -3.17270  -2.71305
H  5.30779  -2.28355  -1.23700
H  4.75107  -1.41528  -2.66629
H  -1.22370  2.96263  -1.58403
H  -1.39830  1.40243  -2.38753
H  -0.82270  2.80955  -3.29199
H  1.80676  3.71718  -2.70813
H  4.42769  3.37606  -2.11080
H  4.88655  1.66915  -2.12561
H  4.62350  2.49569  -0.59222
C  2.78812  3.91867  1.47623
O  1.66016  4.29707  2.27022
C  0.58504  3.49370  2.14015
O  0.52971  2.54693  1.39486
N  -0.38109  3.91501  3.00003
N  -1.63306  3.30171  3.01120
H  3.54484  4.67320  1.66563
H  2.51861  3.89711  0.42243
H  3.14533  2.93262  1.77668
H  -0.20248  4.73290  3.55883
H  -2.36185  3.99297  2.89058
H  -1.77751  2.83409  3.89761
O  -3.84013  1.06466  -0.83572
S  -2.98952  1.40050  0.31835
N  -1.63516  0.63664  0.31304
N  -3.42167  -2.90341  -4.81303
C  -2.73137  -2.39404  -3.77073
C  -3.27831  -2.34742  -2.48015
C  -2.53962  -1.83502  -1.45011
N  -1.28088  -1.37540  -1.59914
C  -0.75345  -1.41533  -2.83868
C  -1.42214  -1.90610  -3.92518
H  -4.39339  -3.13597  -4.71323
H  -3.06534  -2.82217  -5.74813
H  -4.28582  -2.69313  -2.29050
H  -2.95532  -1.77024  -0.45374
H  0.25324  -1.03235  -2.93564
H  -0.93611  -1.90664  -4.89216
C  -2.00882  -5.11874  1.97881
C  -1.67884  -3.86769  2.78460
C  -1.04023  -4.27253  4.10225
O  -0.68373  -3.13567  2.02426
B  -1.22089  -1.95648  1.55898
O  -2.49990  -1.76691  2.03079
C  -2.87701  -2.85150  2.91332
C  -4.21760  -3.38368  2.43010
C  -3.05410  -2.25494  4.30140
H  -1.10635  -5.72235  1.87742
H  -2.36205  -4.86775  0.97720
H  -2.77157  -5.72281  2.47157
H  -0.18169  -4.91265  3.89748
H  -1.74121  -4.83069  4.72560
H  -0.68954  -3.40813  4.66515
H  -4.16559  -3.73910  1.40121
H  -4.95098  -2.57759  2.47388
H  -4.57118  -4.20019  3.06128
H  -2.14412  -1.77160  4.65522
H  -3.34355  -3.01870  5.02479
H  -3.84325  -1.50393  4.26240

---

Record 2
ORCA calculation (wB97M-V/def2-TZVPD) on a structure of composition C29H37N2O9RuS6Si.

Output
HOMO (alpha / beta) ... -3.05 / -3.06 eV
2S+1 ... 2
Total charge ... -2
⟨S²⟩ ... 0.7572
Lowest unoccupied orbital energy (alpha / beta) ... 0.1398 / 0.1215 Eh

Element x y z (Å)
Ru  -1.23145  1.20175  0.75755
O  -0.35753  3.28060  4.15867
C  -0.84183  2.76239  3.15329
O  -0.21827  1.95346  2.37236
C  -2.23498  3.10799  2.71447
C  -2.93657  4.19723  3.22112
C  -4.18002  4.50492  2.71238
C  -4.70053  3.69348  1.68950
C  -3.94288  2.64505  1.22317
N  -2.73890  2.34398  1.70584
H  -2.46905  4.79369  3.99041
H  -4.74165  5.35073  3.07927
H  -5.66900  3.89427  1.25842
H  -4.30475  2.02944  0.40914
O  -6.05063  -2.19027  -3.12111
C  -5.10780  -1.56079  -3.59377
O  -4.73894  -1.37190  -4.75159
C  -4.18337  -0.85430  -2.52499
C  -3.24372  0.09072  -2.92468
C  -2.43940  0.67892  -1.97160
N  -2.51336  0.37368  -0.67237
C  -3.40551  -0.54922  -0.28598
C  -4.26331  -1.17146  -1.17924
C  -3.41291  -0.95201  1.21076
O  -4.36093  -1.61076  1.61918
O  -2.40124  -0.57865  1.85252
H  -3.13943  0.35403  -3.96578
H  -1.69771  1.41275  -2.26576
H  -4.97093  -1.89806  -0.81133
C  0.75480  4.94294  1.23669
S  1.70582  3.52922  0.58123
C  1.31554  3.59964  -1.12413
C  0.06488  3.60142  -1.65991
S  -1.41195  3.58223  -0.81450
S  0.00956  3.68359  -3.43064
C  1.72440  3.95615  -3.66616
S  2.41383  4.33033  -5.13097
S  2.67771  3.60335  -2.22710
H  1.39994  5.42884  1.96323
H  -0.14632  4.58598  1.72422
H  0.50366  5.60536  0.41429
C  2.87944  0.56630  2.36768
C  3.63887  -0.18244  1.27608
C  4.93019  -0.79732  1.82777
C  3.96355  0.75265  0.11602
O  2.86614  -1.29383  0.84578
Si  1.55346  -1.45611  -0.07802
S  0.59050  0.41632  -0.38805
O  2.12613  -1.86993  -1.53503
C  1.49715  -2.31084  -2.72747
C  0.09737  -1.72252  -2.88249
C  1.40572  -3.83902  -2.67085
C  2.39611  -1.82858  -3.86877
O  0.60819  -2.63946  0.49230
C  0.72145  -3.50975  1.60600
C  2.09449  -4.18776  1.59496
C  0.52468  -2.71839  2.89625
C  -0.37132  -4.57057  1.44552
H  3.44371  1.43627  2.69029
H  2.70089  -0.08169  3.22306
H  1.91528  0.90456  1.98908
H  5.58641  -0.02194  2.21214
H  5.43476  -1.33790  1.03019
H  4.69600  -1.49647  2.62678
H  4.65476  1.52823  0.43415
H  3.05702  1.23200  -0.23734
H  4.39836  0.19297  -0.70711
H  -0.51799  -2.01115  -2.03301
H  -0.36769  -2.07641  -3.80000
H  0.15720  -0.63762  -2.91198
H  0.79999  -4.11237  -1.81126
H  2.39492  -4.27596  -2.55043
H  0.94652  -4.23709  -3.57313
H  2.48196  -0.74696  -3.80580
H  1.97552  -2.09355  -4.83453
H  3.38925  -2.26076  -3.77199
H  2.87009  -3.43678  1.69527
H  2.24443  -4.70658  0.65127
H  2.16657  -4.90310  2.41082
H  1.33075  -1.99748  2.99676
H  0.52263  -3.38226  3.75884
H  -0.41777  -2.17733  2.85441
H  -0.25572  -5.08337  0.49214
H  -1.35265  -4.10656  1.47945
H  -0.29262  -5.30017  2.24819

---

Record 3
ORCA calculation (wB97M-V/def2-TZVPD) on a cluster of 2 separate species, C2H3NO2 in total.

Output
HOMO (alpha / beta) ... -7.71 / -13.40 eV
2S+1 ... 3
⟨S²⟩ ... 2.0072
Lowest unoccupied orbital energy (alpha / beta) ... 0.0178 / -0.0130 Eh

Element x y z (Å)
C  -0.67854  0.43884  0.63323
C  0.03305  0.52983  -0.62160
N  0.36750  -1.61361  1.22881
O  -1.45855  0.94006  1.34733
O  1.03241  -1.88324  0.29111
H  0.72936  -0.32994  -0.71884
H  -0.65095  0.47571  -1.47052
H  0.62572  1.44235  -0.68952

---

Largest force on an atom? In order: 1.008; 2.514; 1.577 eV Å⁻¹.
ΔE to the lowest compared entry with this formula, charge and spin? In order: 0.00; 0.70; 153.92 kJ/mol.
M? In order: 854.3; 879.2; 73.1 g mol⁻¹.